Entry 1:
A gas-phase ion, C8H9N2O (charge +1) in a non-equilibrium geometry. Source: the OMol25 dataset; level of theory: ωB97M-V/def2-TZVPD.

Total energy   -494.69285 Ha
Energy above the lowest of the compared OMol25 structures with the same formula, charge and spin   35.6 kcal per mole
SMILES   [NH3+][C@]1(O)C=Nc2ccccc21
E_HOMO   -12.98 eV

The geometry in ORCA input format:
```
! RIJCOSX wB97M-V def2-TZVPD def2/J DEFGRID3
* xyz 1 1
C 2.27 1.20 -0.49
C 2.90 -0.01 -0.25
C 0.89 1.28 -0.43
C 2.12 -1.15 -0.03
C 0.09 0.12 -0.30
C 0.76 -1.09 -0.05
C -1.32 -1.63 0.15
C -1.45 -0.12 -0.17
N -0.17 -2.10 0.19
N -2.27 0.54 1.12
O -2.10 0.08 -1.35
H 2.82 2.11 -0.51
H 3.92 -0.07 -0.14
H 0.41 2.22 -0.64
H 2.55 -2.15 0.17
H -2.29 -2.28 0.23
H -2.49 -0.23 1.73
H -3.17 1.02 0.92
H -1.66 1.30 1.62
H -1.79 0.94 -1.78
*
```


Entry 2:
2 unconnected molecules or ions with the total composition C3H11N2S in a non-equilibrium geometry. Source: the OMol25 dataset; level of theory: ωB97M-V/def2-TZVPD.

Total energy   -628.33439 Ha
Energy above the lowest of the compared OMol25 structures with the same formula, charge and spin   26.8 kcal per mole
E_HOMO   -12.52 eV

The geometry in ORCA input format:
```
! RIJCOSX wB97M-V def2-TZVPD def2/J DEFGRID3
* xyz 1 1
C -1.20 -0.78 -0.14
C 3.06 -1.25 -0.04
C -1.92 1.45 0.00
N -1.51 1.56 1.21
N -1.83 0.39 -0.73
S 2.04 0.25 -0.07
H -1.82 -0.97 0.78
H -1.25 -1.66 -0.90
H -0.11 -0.49 0.03
H 3.99 -1.33 -0.52
H 2.42 -2.07 -0.42
H 3.30 -1.54 0.93
H -2.38 2.36 -0.39
H -1.39 2.46 1.59
H -1.03 0.82 1.69
H 1.84 0.43 -1.32
H -2.23 0.37 -1.71
*
```